Record 1
A molecular structure, C4H6O2. Source: OMol25; level of theory: ωB97M-V with the def2-TZVPD basis set.

Its HOMO energy (alpha / beta) is -9.949 / -9.951 eV. As for the spin multiplicity: 1. The energy relative to the best compared isomer or geometry (same formula, charge and spin) is 5.235 eV.

Each line ends with the Löwdin charge.
Cartesian coordinates (Å):
C (-1.279, -0.696, -0.750)  0.1526
C (-0.756, -0.195, 0.510)  -0.4957
O (-1.177, -1.404, 0.946)  -0.0200
C (0.575, 0.432, 0.746)  -0.2353
C (1.622, 0.428, -0.267)  -0.0995
O (0.770, 1.554, -0.107)  -0.0289
H (-1.975, -0.016, -1.271)  0.1040
H (-1.162, -1.672, -1.179)  0.0877
H (-1.560, 0.530, 0.723)  0.1529
H (0.817, 0.598, 1.795)  0.1522
H (1.469, -0.147, -1.180)  0.1167
H (2.655, 0.587, 0.034)  0.1132

---

Record 2
A molecular structure, C22H26As2Br4NO16P2Tl. Source: OMol25; level of theory: ωB97M-V with the def2-TZVPD basis set.

Its HOMO energy is -7.905 eV. As for the spin multiplicity: 1. The energy relative to the best compared isomer or geometry (same formula, charge and spin) is 1.220 eV.

Each line ends with the Löwdin charge.
Cartesian coordinates (Å):
Tl (2.328, 1.443, 1.343)  1.1034
Br (-2.431, 7.311, -0.125)  0.7973
C (-0.981, 6.127, -0.203)  -0.7244
C (0.364, 6.663, -0.306)  -0.7239
Br (0.615, 8.517, -0.340)  0.8047
C (1.430, 5.827, -0.383)  -0.6349
Br (3.182, 6.464, -0.597)  0.8640
C (1.293, 4.386, -0.303)  -0.3316
O (2.263, 3.657, -0.356)  -0.0278
C (-0.105, 3.833, -0.071)  -0.3233
O (-0.269, 2.662, 0.228)  -0.0602
C (-1.194, 4.786, -0.140)  -0.6231
Br (-2.933, 4.084, -0.131)  0.8702
N (5.690, -0.354, -1.868)  0.1486
C (5.121, -0.258, -0.474)  -0.5178
C (5.972, -1.095, 0.465)  -0.0810
P (5.449, 1.567, -0.180)  0.2728
O (4.606, 2.228, -1.392)  -0.1551
O (6.886, 1.617, -0.585)  -0.3118
O (4.946, 2.017, 1.148)  -0.4069
P (3.438, -1.012, -0.544)  0.2530
O (2.634, 0.243, -1.251)  -0.2396
O (3.628, -2.135, -1.499)  -0.3056
O (2.851, -1.206, 0.820)  -0.3852
H (6.527, 0.286, -1.792)  0.1288
H (5.020, 0.063, -2.517)  0.1430
H (5.862, -1.322, -2.133)  0.1513
H (7.016, -0.778, 0.435)  0.0851
H (5.894, -2.153, 0.201)  0.0874
H (5.605, -0.970, 1.482)  0.0898
H (3.816, 2.688, -1.086)  0.0146
H (1.850, -0.127, -1.692)  0.0694
C (-0.204, 1.394, 4.184)  -0.0378
O (-0.280, 0.810, 2.882)  -0.1983
C (-0.419, -0.530, 2.824)  -0.5405
O (-0.456, -1.237, 3.800)  0.1060
C (-0.494, -0.975, 1.420)  -0.3047
C (-0.437, -2.271, 1.079)  -0.3022
As (-1.798, -3.567, 1.593)  1.3755
C (-2.801, -2.778, 3.099)  -0.2962
C (-2.821, -2.560, 0.156)  -0.2234
C (-2.551, -1.407, -0.476)  -0.2224
As (-1.302, 0.126, 0.021)  1.3653
C (-2.699, 0.857, 1.222)  -0.2771
C (-3.195, -1.103, -1.789)  -0.5149
O (-3.472, -1.911, -2.637)  0.1293
O (-3.319, 0.227, -1.962)  -0.1114
C (-3.844, 0.659, -3.219)  -0.0302
C (-3.931, -3.464, -0.283)  -0.5560
O (-3.821, -4.667, -0.272)  0.0734
O (-5.054, -2.817, -0.587)  -0.0434
C (-6.115, -3.622, -1.105)  -0.0291
C (-0.048, -2.645, -0.326)  -0.5921
O (0.042, -1.864, -1.250)  0.0319
O (0.115, -3.945, -0.428)  -0.0722
C (0.453, -4.475, -1.722)  0.0025
H (-0.386, 2.457, 4.054)  0.0955
H (0.784, 1.231, 4.616)  0.0990
H (-0.952, 0.951, 4.838)  0.0997
H (-2.253, -2.912, 4.028)  0.0185
H (-3.746, -3.320, 3.168)  0.0261
H (-3.011, -1.721, 2.959)  0.0052
H (-3.010, 0.086, 1.925)  0.0196
H (-3.555, 1.158, 0.622)  0.0109
H (-2.323, 1.720, 1.762)  -0.0008
H (-3.528, 1.690, -3.349)  0.0888
H (-4.932, 0.597, -3.205)  0.0984
H (-3.457, 0.031, -4.019)  0.0943
H (-6.875, -2.929, -1.452)  0.0933
H (-6.514, -4.273, -0.327)  0.0963
H (-5.750, -4.231, -1.931)  0.1006
H (0.677, -5.524, -1.559)  0.0977
H (1.310, -3.936, -2.118)  0.0906
H (-0.400, -4.367, -2.394)  0.1026

---

Record 3
A gas-phase ion, C3H9N4 (charge +1). Source: OMol25; level of theory: ωB97M-V with the def2-TZVPD basis set.

Its structure (SMILES) is C/C=[NH+]/N=C(N)N. The charge is +1. Its HOMO energy (alpha / beta) is -12.654 / -12.653 eV. As for the spin multiplicity: 1. The energy relative to the best compared isomer or geometry (same formula, charge and spin) is 3.985 eV.

Each line ends with the Löwdin charge.
Cartesian coordinates (Å):
C (0.187, 0.306, 1.897)  -0.4061
C (0.228, -0.906, -1.917)  -0.0111
C (-0.386, -0.339, -3.155)  -0.0688
N (0.173, -0.310, 0.637)  0.0640
N (1.051, 1.274, 2.203)  0.2092
N (-0.471, -0.312, 2.892)  0.1928
N (-0.014, -0.164, -0.703)  -0.0226
H (0.793, -1.888, -1.670)  0.1591
H (0.307, 0.447, -3.472)  0.0990
H (-1.315, 0.167, -2.918)  0.0788
H (-0.763, -1.148, -3.827)  0.1143
H (0.759, 1.769, 3.001)  0.1141
H (-0.174, -0.287, 3.813)  0.0974
H (-1.235, -0.965, 2.818)  0.1332
H (1.450, 1.739, 1.461)  0.0968
H (-0.589, 0.619, -1.060)  0.1499

---

Record 4
2 unconnected molecules or ions with the total composition CH3NOS. Source: OMol25; level of theory: ωB97M-V with the def2-TZVPD basis set.

Its structure (SMILES) is C=N.O=S. Its HOMO energy (alpha / beta) is -9.315 / -9.320 eV. As for the spin multiplicity: 1. The energy relative to the best compared isomer or geometry (same formula, charge and spin) is 3.402 eV.

Each line ends with the Löwdin charge.
Cartesian coordinates (Å):
C (0.388, -0.769, -1.373)  -0.1326
N (0.985, -0.483, -0.257)  0.0155
O (-1.589, 1.560, 2.298)  -0.7071
S (-0.329, 2.207, 2.633)  0.7048
H (0.978, -0.956, -2.255)  0.0440
H (-0.628, -1.153, -1.449)  0.0582
H (0.194, -0.405, 0.402)  0.0171